1.
Density functional theory data (the ωB97M-V functional and the def2-TZVPD basis) for a molecular structure, C8H12AgCl6Ni2O14P2Sn in a non-equilibrium geometry.

CARTESIAN COORDINATES (ANGSTROEM)
Ag1 21.8476 6.0845 -11.6903
Ni1 20.9989 9.4369 -11.6474
Ni2 24.8475 6.9258 -12.8656
Sn1 22.3875 8.2391 -15.5667
P1 25.8309 8.1703 -14.9144
O1 27.1556 8.0933 -15.6781
O2 24.9073 6.9142 -14.8644
O3 24.9006 9.4560 -14.9370
O4 26.5117 8.1358 -13.4662
P2 23.3565 8.6469 -11.6408
O5 22.8749 10.0630 -11.9484
O6 23.0035 7.7615 -12.8987
O7 22.2284 8.1628 -10.6664
O8 24.8094 8.3479 -11.3725
C1 19.8464 7.6017 -13.1755
O9 20.4330 6.6979 -13.8081
O10 19.9968 7.5540 -11.9320
O11 20.2287 8.7836 -13.5061
C2 24.1972 4.5828 -11.7389
O12 23.3766 4.4860 -10.7674
O13 25.2539 5.2237 -11.7237
O14 23.6265 5.1646 -12.6815
Cl1 23.6112 13.7303 -11.6079
C3 21.8786 13.4248 -11.7145
C4 21.1206 13.7308 -10.4240
Cl2 21.2000 15.4614 -9.9280
H1 21.8421 12.3571 -11.9329
H2 21.3902 13.9403 -12.5402
H3 21.3901 13.0479 -9.6207
H4 20.0703 13.5250 -10.6338
Cl3 25.1848 7.8175 -6.8221
C5 23.8347 7.4951 -8.0068
C6 22.5916 8.3079 -7.5918
Cl4 21.8153 7.5180 -6.1529
H5 23.6582 6.4228 -7.9799
H6 24.2249 7.7663 -8.9863
H7 21.8735 8.4523 -8.3954
H8 22.8496 9.3218 -7.2894
Cl5 29.6216 9.5612 -9.2893
C7 27.9779 8.9986 -9.7145
C8 28.0355 7.5086 -10.1045
Cl6 28.9298 7.1305 -11.5900
H9 27.7122 9.5553 -10.6124
H10 27.2712 9.2605 -8.9311
H11 27.0014 7.2362 -10.3191
H12 28.4589 6.8612 -9.3399

Values from the calculation:
* LUMO (spin up / spin down): 2.9 / 2.9 eV
* E_HOMO (spin up / spin down): -1.76 / -1.59 eV
* total charge: -2
* energy relative to the best compared isomer or geometry (same formula, charge and spin): 228.2 kJ/mol
* total energy: -8187.2845 hartree
* Kohn-Sham gap (spin up / spin down): 4.7 / 4.5 eV
* spin multiplicity: 6

2.
Density functional theory data (the ωB97M-V functional and the def2-TZVPD basis) for 2 unconnected molecules or ions with the total composition C5H5N in a non-equilibrium geometry.

CARTESIAN COORDINATES (ANGSTROEM)
C1 -2.1663 -0.3335 -0.8014
C2 -0.9426 -0.6287 -0.4358
C3 0.2338 -0.8357 0.0055
C4 1.4674 -0.8795 0.4778
C5 2.4037 0.1577 0.1291
N1 3.1642 0.9987 -0.1122
H1 -2.3674 0.5177 -1.4500
H2 -3.0046 -0.9261 -0.4469
H3 1.8152 -1.6590 1.1565
H4 -0.6645 1.8011 0.6603
H5 0.0611 1.7874 0.8171

Values from the calculation:
* LUMO: -0.9 eV
* SMILES string: C=C=C=CC#N.[H][H]
* E_HOMO: -9.72 eV
* energy relative to the best compared isomer or geometry (same formula, charge and spin): 384.4 kJ/mol
* total energy: -248.1286 hartree
* Kohn-Sham gap: 8.9 eV

3.
Density functional theory data (the ωB97M-V functional and the def2-TZVPD basis) for 2 unconnected molecules or ions with the total composition C5H14 in a non-equilibrium geometry.

CARTESIAN COORDINATES (ANGSTROEM)
C1 -1.1185 -2.5622 1.0100
C2 -0.6039 -2.1673 -0.4034
C3 -0.9200 -0.6935 -0.7296
H1 -0.4648 -3.4353 1.2699
H2 -2.0565 -3.0493 1.1657
H3 -1.0105 -1.7828 1.6954
H4 0.3877 -2.3824 -0.3636
H5 -1.0960 -2.8921 -1.1072
H6 -0.4904 0.1233 -0.0834
H7 -0.7015 -0.5318 -1.8254
H8 -2.0645 -0.5542 -0.6334
C4 1.8862 2.4430 -0.3625
C5 0.7524 2.8147 0.4402
H9 1.6207 2.2368 -1.4405
H10 2.6535 3.1718 -0.1563
H11 2.2747 1.4435 -0.0739
H12 0.3392 3.7774 0.2558
H13 -0.1854 2.2411 0.1016
H14 0.8157 2.6260 1.4668

Values from the calculation:
* LUMO: 1.1 eV
* SMILES string: CCC.CC
* E_HOMO: -11.05 eV
* energy relative to the best compared isomer or geometry (same formula, charge and spin): 115.4 kJ/mol
* total energy: -198.8452 hartree
* Kohn-Sham gap: 12.1 eV

4.
Density functional theory data (the ωB97M-V functional and the def2-TZVPD basis) for a single C13H17NO3S molecule.

CARTESIAN COORDINATES (ANGSTROEM)
C1 -2.3306 -2.5145 -1.2312
C2 -2.6315 -2.0142 0.1725
O1 -2.4589 -0.5938 0.2393
C3 -1.4357 -0.1152 0.9356
O2 -0.6711 -0.7851 1.5817
C4 -1.3926 1.4120 0.8793
C5 -1.7483 1.9321 -0.5159
C6 -0.7698 1.3537 -1.5474
N1 0.5060 1.0559 -0.9259
C7 1.0234 -0.1885 -1.0348
O3 0.5242 -1.0492 -1.7385
C8 2.2719 -0.4508 -0.2733
C9 2.4102 -1.2370 0.8276
C10 3.7528 -1.3457 1.2580
C11 4.6117 -0.6547 0.4693
S1 3.8042 0.1522 -0.8194
C12 0.9065 2.0243 0.0655
C13 -0.0060 1.9170 1.2997
H1 -2.4543 -3.5930 -1.2653
H2 -1.3077 -2.2661 -1.5064
H3 -3.0088 -2.0572 -1.9477
H4 -1.9660 -2.4821 0.9040
H5 -3.6733 -2.2053 0.4467
H6 -2.1442 1.7536 1.5992
H7 -2.7666 1.6495 -0.7783
H8 -1.6906 3.0221 -0.5009
H9 -0.6147 2.0625 -2.3693
H10 -1.1477 0.4184 -1.9651
H11 1.5734 -1.6967 1.3207
H12 4.0577 -1.9179 2.1157
H13 5.6765 -0.5659 0.5531
H14 0.8192 3.0151 -0.3913
H15 1.9477 1.8693 0.3454
H16 0.4151 1.2055 2.0117
H17 -0.0824 2.8895 1.7855

Values from the calculation:
* LUMO: 0.7 eV
* SMILES string: CCOC(=O)C1CCN(C(=O)c2cccs2)CC1
* E_HOMO: -8.85 eV
* energy relative to the best compared isomer or geometry (same formula, charge and spin): 72.9 kJ/mol
* total energy: -1184.2611 hartree
* Kohn-Sham gap: 9.6 eV